Record 1
{
  "formula": "C3H4Br2N2",
  "method": "ωB97M-V/def2-TZVPD",
  "homo_energy_ev": -9.62,
  "gap_ev": 9.3055,
  "molar_mass_da": 227.887,
  "total_charge": 0,
  "multiplicity": 1,
  "largest_force_ev_per_a": 4.7,
  "smiles": "Brn1cccn1.Br",
  "symbols": ["Br", "N", "C", "C", "C", "N", "H", "H", "H", "Br", "H"],
  "xyz": [[-2.240, 1.534, 0.538], [-0.551, 0.827, 0.300], [0.620, 1.260, 0.810], [1.616, 0.372, 0.297], [0.926, -0.633, -0.376], [-0.336, -0.323, -0.359], [0.610, 2.145, 1.286], [2.754, 0.426, 0.431], [1.268, -1.628, -0.820], [-2.862, -2.346, -0.926], [-1.806, -1.633, -1.181]],
  "lowdin_charge": [0.791, -0.592, -0.133, -0.077, -0.186, -0.069, 0.063, 0.118, 0.141, 0.399, -0.454]
}


Record 2
{
  "formula": "C28H30N2O8SSeTeTi",
  "method": "ωB97M-V/def2-TZVPD",
  "homo_energy_ev": [-0.17, -1.72],
  "gap_ev": [4.3652, 5.9150],
  "molar_mass_da": 809.048,
  "total_charge": -2,
  "multiplicity": 3,
  "largest_force_ev_per_a": 1.0,
  "symbols": ["Ti", "N", "C", "C", "N", "H", "H", "H", "H", "H", "H", "H", "H", "O", "C", "C", "O", "O", "C", "C", "C", "C", "C", "C", "C", "C", "C", "C", "C", "C", "H", "H", "H", "H", "H", "H", "H", "H", "H", "H", "H", "C", "C", "O", "C", "C", "C", "C", "C", "C", "H", "H", "H", "H", "H", "H", "H", "H", "O", "Se", "O", "O", "O", "Te", "C", "C", "C", "C", "S", "H", "H", "H"],
  "xyz": [[-0.168, -0.920, 1.409], [-1.440, 0.251, 3.308], [-1.824, 1.657, 3.382], [-3.187, 1.938, 2.764], [-3.342, 1.389, 1.420], [-2.128, -0.365, 3.726], [-0.554, 0.074, 3.780], [-1.072, 2.229, 2.846], [-1.845, 2.028, 4.417], [-3.310, 3.028, 2.774], [-3.972, 1.536, 3.423], [-2.444, 1.099, 1.043], [-3.709, 2.084, 0.786], [1.660, -0.349, 0.060], [1.328, 0.673, -0.893], [0.070, 1.388, -0.279], [-0.570, 2.181, -0.944], [-0.119, 1.065, 0.947], [1.114, 0.070, -2.273], [2.180, -0.648, -2.821], [2.079, -1.242, -4.066], [0.904, -1.109, -4.797], [-0.154, -0.395, -4.263], [-0.058, 0.192, -3.006], [2.461, 1.695, -0.910], [3.313, 1.785, 0.186], [4.317, 2.745, 0.212], [4.473, 3.620, -0.853], [3.624, 3.532, -1.949], [2.622, 2.573, -1.978], [1.868, -1.201, -0.352], [3.107, -0.732, -2.263], [2.915, -1.805, -4.465], [0.812, -1.578, -5.769], [-1.087, -0.317, -4.807], [-0.897, 0.727, -2.590], [3.195, 1.096, 1.012], [4.962, 2.804, 1.079], [5.255, 4.371, -0.831], [3.739, 4.212, -2.785], [1.955, 2.511, -2.828], [-3.744, -1.951, 0.970], [-2.752, -1.853, -0.153], [-1.670, -1.154, 0.042], [-2.968, -2.517, -1.382], [-1.965, -2.552, -2.389], [-2.189, -3.172, -3.596], [-3.408, -3.800, -3.880], [-4.395, -3.806, -2.890], [-4.187, -3.192, -1.673], [-3.421, -1.316, 1.789], [-3.823, -2.982, 1.331], [-4.745, -1.622, 0.667], [-1.007, -2.103, -2.168], [-1.392, -3.180, -4.334], [-3.572, -4.289, -4.833], [-5.340, -4.307, -3.075], [-4.968, -3.227, -0.924], [0.652, -2.755, 0.805], [-0.164, -3.712, 1.956], [0.871, -4.395, 2.985], [-0.909, -2.346, 2.672], [-1.260, -4.676, 1.275], [2.048, -0.744, 3.497], [2.727, 1.246, 3.611], [3.993, 1.676, 3.934], [4.136, 3.091, 3.970], [2.978, 3.742, 3.665], [1.728, 2.616, 3.337], [4.799, 0.985, 4.142], [5.064, 3.599, 4.201], [2.812, 4.806, 3.598]],
  "lowdin_charge": [0.858, -0.023, -0.282, -0.285, 0.025, 0.085, -0.030, 0.061, 0.106, 0.098, 0.092, 0.036, 0.062, -0.109, -0.288, -0.554, 0.073, -0.160, -0.138, -0.027, -0.084, -0.106, -0.089, -0.015, -0.125, -0.003, -0.071, -0.109, -0.097, -0.021, 0.105, 0.127, 0.095, 0.093, 0.105, 0.115, 0.089, 0.095, 0.088, 0.090, 0.120, -0.044, -0.381, -0.188, -0.168, -0.028, -0.123, -0.147, -0.141, -0.055, 0.047, 0.084, 0.071, 0.095, 0.083, 0.070, 0.081, 0.087, -0.555, 0.797, -0.478, -0.581, -0.452, 0.828, -1.046, -0.295, -0.250, -0.458, 0.930, 0.081, 0.084, 0.045]
}